Entry 1:
Entry from OMol25: 2 unconnected molecules or ions with the total composition C8H11N4S in a non-equilibrium geometry (ωB97M-V/def2-TZVPD).

- DFT total energy (hartree) = -928.23659
- net charge = +1
- HOMO energy (eV) = -11.69
- LUMO energy (eV) = -3.85
- HOMO-LUMO gap (Eh) = 0.2882

Last column: natural (NBO) charge in e.
Element x y z (Å)
C  -4.257  1.966  -0.550  -0.067
C  -3.097  1.310  -0.359  -0.078
C  -4.793  -0.084  0.090  0.199
C  -0.435  -0.472  -0.386  0.277
C  -2.525  -1.015  0.043  0.123
C  0.411  -1.590  -0.947  -0.339
C  1.141  1.008  0.403  -0.263
C  2.229  0.085  -0.345  -0.266
N  -5.318  1.090  -0.223  -0.384
N  -0.173  0.662  0.056  -0.449
N  -3.402  -0.028  -0.018  -0.477
N  1.853  -1.380  -0.350  -0.527
S  -2.571  -2.476  0.573  0.106
H  -4.358  2.959  -1.092  0.246
H  -2.041  1.485  -0.406  0.247
H  -5.293  -0.943  0.538  0.232
H  0.112  -2.567  -0.343  0.275
H  0.353  -1.725  -2.034  0.280
H  1.135  1.064  1.521  0.240
H  1.325  2.034  0.178  0.242
H  2.222  0.470  -1.345  0.235
H  3.257  0.218  0.175  0.252
H  2.075  -1.796  0.631  0.456
H  2.508  -1.882  -0.937  0.440

Forces on the atoms, in the same order (eV/Å):
0.0 0.0 -0.8
0.6 -0.7 -0.5
-0.9 2.0 0.0
-3.7 0.0 -0.6
3.4 0.6 -0.5
-0.4 -1.7 4.1
1.8 -0.9 0.6
0.6 1.6 2.8
0.6 -1.4 0.2
-0.7 -1.2 0.1
-0.3 1.6 -0.1
0.5 0.2 0.6
-0.3 -1.6 0.4
-0.2 -1.4 1.4
-0.1 0.7 -0.3
0.1 0.3 -0.5
0.0 1.7 -1.8
0.5 0.2 0.4
0.5 -0.7 -0.7
0.4 0.7 -0.7
0.3 -0.3 -0.7
-1.7 -0.4 -1.2
-1.3 0.8 -1.9
0.3 -0.1 -0.4

---

Entry 2:
Entry from OMol25: 11 unconnected molecules or ions with the total composition CH24O11 in a non-equilibrium geometry (ωB97M-V/def2-TZVPD).

- DFT total energy (hartree) = -879.91255
- net charge = 0
- HOMO energy (eV) = -9.91
- LUMO energy (eV) = -0.81
- HOMO-LUMO gap (Eh) = 0.3345

Last column: natural (NBO) charge in e.
Element x y z (Å)
O  2.269  0.602  2.180  -0.751
H  1.906  1.234  2.662  0.521
H  2.096  -0.285  2.536  0.541
H  1.735  0.479  1.287  0.554
C  0.020  -0.745  0.468  -0.263
O  1.137  -0.073  -0.100  -0.964
H  -0.267  -1.550  -0.215  0.167
H  -0.840  0.012  0.554  0.169
H  0.201  -1.218  1.434  0.104
O  1.953  2.458  -1.321  -0.949
H  2.820  2.180  -1.497  0.465
H  1.625  1.557  -1.371  0.479
O  0.490  0.219  -2.864  -0.968
H  -0.492  0.433  -2.962  0.452
H  0.502  0.252  -1.758  0.481
O  -0.886  2.769  1.795  -0.971
H  -0.028  3.258  1.617  0.462
H  -1.196  2.947  0.911  0.490
O  -2.727  -2.363  -0.918  -0.946
H  -1.787  -2.623  -1.378  0.484
H  -2.500  -1.902  -0.119  0.464
O  1.206  -4.277  -1.376  -0.912
H  0.709  -5.048  -1.308  0.460
H  1.111  -3.945  -0.554  0.452
O  -1.081  -0.950  3.840  -0.914
H  -0.606  -0.894  2.971  0.443
H  -1.666  -0.271  3.357  0.466
O  -1.455  3.282  -0.845  -0.936
H  -1.736  2.397  -0.783  0.476
H  -0.921  3.230  -1.579  0.479
O  -3.497  1.106  -0.223  -0.989
H  -3.586  0.640  0.540  0.476
H  -3.894  0.698  -1.196  0.519
O  3.508  -0.999  -1.154  -1.011
H  2.486  -0.794  -0.885  0.503
H  3.390  -1.815  -1.746  0.468

Forces on the atoms, in the same order (eV/Å):
2.6 -5.1 -3.5
-2.8 4.7 3.9
0.3 0.0 0.7
-0.5 0.0 -3.1
-0.4 1.6 -1.6
-0.1 0.2 2.4
-0.3 -0.1 0.2
0.8 -1.2 0.2
0.3 -0.1 0.3
-1.3 0.1 0.4
2.7 0.3 -0.5
-1.1 -0.1 0.2
-2.5 0.6 4.0
1.9 -0.4 -0.3
0.5 -0.6 -3.6
2.4 0.8 0.3
-1.1 -0.8 0.9
-1.0 0.0 -0.9
3.1 -1.4 -2.4
-3.5 1.1 1.8
0.4 0.3 0.5
1.4 0.2 -3.9
-1.3 -2.4 -0.4
-0.1 2.2 4.3
-0.7 2.3 -3.4
0.8 -1.3 1.1
-0.2 -0.8 2.3
-1.3 1.4 2.0
-1.3 -2.0 0.4
2.4 0.4 -2.7
-0.4 1.8 -7.9
-1.0 -2.9 2.7
1.6 1.1 5.1
-3.3 -1.4 -0.5
2.9 -0.4 -0.5
0.4 1.8 1.2

---

Entry 3:
Entry from OMol25: 2 unconnected molecules or ions with the total composition C3H5N5O in a non-equilibrium geometry (ωB97M-V/def2-TZVPD).

- spin multiplicity = 3
- DFT total energy (hartree) = -466.05872
- net charge = 0
- HOMO energy (alpha / beta) (eV) = -8.34 / -9.83
- LUMO energy (alpha / beta) (eV) = 0.71 / -1.36
- HOMO-LUMO gap (alpha / beta) (Eh) = 0.3327 / 0.3113

Last column: Löwdin spin population.
Element x y z (Å)
C  2.500  0.351  1.624  0.020
C  0.821  0.177  0.248  0.627
C  -1.675  0.255  -1.872  0.084
N  2.799  -0.505  0.684  0.064
N  1.727  -0.597  -0.230  0.043
N  -1.832  -1.136  0.165  0.432
N  1.239  0.755  1.394  0.085
N  -1.362  -0.380  -0.579  0.275
O  -2.750  -1.870  0.458  0.346
H  2.913  0.550  2.640  0.002
H  -2.532  0.843  -1.889  0.006
H  -0.738  0.794  -2.088  0.006
H  -1.820  -0.594  -2.495  0.005
H  0.710  1.357  1.938  0.005

Forces on the atoms, in the same order (eV/Å):
-0.6 -1.0 0.6
1.0 -0.1 0.1
1.8 -1.5 0.6
1.2 -0.3 -0.3
0.3 0.3 0.7
-0.8 -2.3 2.7
-0.9 0.4 -0.5
1.4 2.8 -1.5
-0.6 0.3 -0.8
0.4 -0.3 -1.4
-1.5 1.2 0.3
-0.7 -0.1 -0.3
0.0 -0.4 -1.2
-1.0 1.2 1.0

---

So what do the calculations give for relative energy (zero: lowest compared OMol25 entry of this formula, charge and spin)? Going down the list: 96.94; 128.17; 12.10 kcal/mol.